Here is an isolated ion of composition C5H12N2 and charge +2 at a distorted geometry from the OMol25 dataset. Energies are from ωB97M-V/def2-TZVPD.

The HOMO energy comes out at -18.6 eV. Its relative energy (zero: lowest compared OMol25 entry of this formula, charge and spin) is 28.2 kcal per mole. The value obtained for the LUMO energy is -8.398 eV. As for the gap between HOMO and LUMO: 10.20 eV. The SMILES is C=[NH+]C(=C)CC[NH3+]. The charge is +2.

Each line ends with the Löwdin charge.
Cartesian coordinates (Å):
1 C -0.637 0.243 -1.467  -0.127
2 C -0.124 0.760 -0.091  -0.138
3 C -0.094 -0.286 1.000  -0.276
4 C -1.174 -0.801 1.583  0.173
5 C 1.906 -1.589 1.600  0.211
6 N 1.200 -0.529 1.633  0.100
7 N -0.696 1.393 -2.412  0.216
8 H -1.560 -0.317 -1.344  0.140
9 H 0.062 -0.562 -1.713  0.143
10 H 0.850 1.250 -0.186  0.125
11 H -0.668 1.661 0.272  0.147
12 H -2.173 -0.450 1.321  0.113
13 H -1.103 -1.579 2.318  0.099
14 H 1.875 -2.403 0.865  0.141
15 H 2.859 -1.811 2.117  0.150
16 H 1.470 0.052 2.439  0.204
17 H 0.056 2.089 -2.213  0.194
18 H -1.658 1.738 -2.357  0.191
19 H -0.392 1.141 -3.364  0.193

Atoms 1-3, force components in eV/Å:
1.4 -1.0 2.2
-0.2 1.5 0.4
-0.7 0.5 0.2

***

Here is C36H67N4O4S3SbSeSiTi as an isolated structure from the OMol25 dataset. Energies are from ωB97M-V/def2-TZVPD.

The HOMO energy (alpha / beta) comes out at -10.3 / -10.3 eV. Its relative energy (zero: lowest compared OMol25 entry of this formula, charge and spin) is 25.5 kcal per mole. The value obtained for the LUMO energy (alpha / beta) is -2.619 / -2.286 eV. As for the gap between HOMO and LUMO (alpha / beta): 7.65 / 7.97 eV. The charge is +1. Its spin multiplicity is 2.

Each line ends with the Löwdin charge.
Cartesian coordinates (Å):
1 Ti -0.268 1.028 -0.399  0.390
2 C -1.591 -0.581 4.123  -0.037
3 C -1.737 -1.717 3.118  -0.595
4 C -3.063 -2.430 3.342  -0.019
5 C -0.570 -2.688 3.228  -0.012
6 O -1.698 -1.112 1.793  -0.209
7 Si -2.268 -1.803 0.404  -0.088
8 S -1.224 -0.943 -1.228  0.454
9 O -3.832 -1.350 0.382  -0.150
10 C -5.020 -1.880 -0.253  -0.622
11 C -4.773 -2.059 -1.746  -0.019
12 C -6.105 -0.844 -0.007  -0.019
13 C -5.385 -3.206 0.399  -0.016
14 O -2.116 -3.414 0.389  -0.148
15 C -1.343 -4.444 -0.278  -0.623
16 C -1.661 -5.727 0.475  -0.018
17 C 0.147 -4.134 -0.204  -0.026
18 C -1.805 -4.553 -1.725  -0.031
19 H -1.232 -0.970 5.076  0.100
20 H -2.549 -0.091 4.311  0.082
21 H -0.878 0.161 3.765  0.062
22 H -3.110 -2.785 4.374  0.104
23 H -3.171 -3.291 2.682  0.080
24 H -3.898 -1.749 3.174  0.092
25 H -0.478 -3.052 4.252  0.102
26 H 0.361 -2.192 2.946  0.069
27 H -0.723 -3.542 2.572  0.063
28 H -4.608 -1.099 -2.238  0.083
29 H -5.640 -2.529 -2.213  0.099
30 H -3.907 -2.694 -1.927  0.060
31 H -5.796 0.129 -0.391  0.075
32 H -6.300 -0.750 1.062  0.091
33 H -7.031 -1.140 -0.502  0.096
34 H -4.589 -3.938 0.267  0.074
35 H -6.299 -3.601 -0.047  0.096
36 H -5.558 -3.067 1.467  0.088
37 H -1.351 -5.647 1.518  0.084
38 H -1.137 -6.570 0.025  0.096
39 H -2.733 -5.929 0.446  0.089
40 H 0.503 -4.156 0.827  0.078
41 H 0.371 -3.158 -0.632  0.048
42 H 0.701 -4.887 -0.767  0.098
43 H -2.866 -4.805 -1.768  0.087
44 H -1.248 -5.342 -2.232  0.096
45 H -1.636 -3.619 -2.261  0.059
46 N -2.331 1.614 2.491  0.147
47 C -2.022 2.676 1.733  -0.666
48 N -1.283 2.608 0.646  -0.036
49 C -1.192 3.849 0.018  -0.333
50 C -1.769 4.867 0.680  -0.309
51 S -2.524 4.283 2.125  1.106
52 C -0.696 3.799 -1.359  -0.326
53 C -0.448 4.789 -2.237  -0.304
54 S -0.207 4.127 -3.817  1.117
55 C -0.427 2.537 -3.186  -0.665
56 N -0.631 2.512 -1.884  -0.049
57 N -0.459 1.444 -3.962  0.161
58 H -2.103 0.673 2.179  0.062
59 H -2.998 1.706 3.236  0.111
60 H -1.862 5.896 0.380  0.088
61 H -0.436 5.852 -2.071  0.088
62 H 0.029 1.465 -4.845  0.110
63 H -0.444 0.553 -3.482  0.063
64 C 2.159 -0.389 4.739  -0.143
65 C 2.170 0.994 4.086  -0.557
66 C 3.455 1.726 4.462  -0.132
67 Sb 1.943 0.839 1.926  1.462
68 C 2.157 2.979 1.483  -0.576
69 C 3.555 3.529 1.239  -0.129
70 C 1.381 3.793 2.516  -0.144
71 C 3.787 -0.279 1.639  -0.564
72 C 4.939 0.422 0.934  -0.142
73 C 3.475 -1.637 1.011  -0.162
74 H 2.163 -0.289 5.828  0.086
75 H 3.052 -0.959 4.472  0.074
76 H 1.295 -0.986 4.464  0.031
77 H 1.303 1.562 4.432  0.076
78 H 4.334 1.229 4.046  0.073
79 H 3.574 1.724 5.549  0.087
80 H 3.472 2.762 4.132  0.047
81 H 1.620 3.060 0.531  0.009
82 H 4.197 3.436 2.116  0.067
83 H 3.496 4.593 0.988  0.085
84 H 4.042 3.018 0.408  0.052
85 H 1.887 3.833 3.480  0.064
86 H 0.379 3.395 2.691  0.044
87 H 1.269 4.825 2.168  0.086
88 H 4.079 -0.450 2.678  0.056
89 H 4.673 0.707 -0.084  0.039
90 H 5.789 -0.264 0.874  0.085
91 H 5.269 1.312 1.469  0.061
92 H 3.283 -1.539 -0.058  0.038
93 H 2.602 -2.117 1.461  0.052
94 H 4.327 -2.308 1.142  0.084
95 C 3.334 1.504 -7.353  -0.043
96 C 2.985 1.346 -5.899  -0.266
97 C 3.135 2.393 -5.003  -0.016
98 C 2.839 2.258 -3.647  -0.311
99 C 3.068 3.450 -2.754  -0.077
100 C 2.369 1.025 -3.185  -0.476
101 Se 2.015 0.785 -1.305  0.746
102 C 2.221 -0.058 -4.064  -0.317
103 C 1.760 -1.422 -3.620  -0.072
104 C 2.527 0.128 -5.406  -0.021
105 H 3.502 2.549 -7.609  0.077
106 H 2.542 1.117 -7.995  0.082
107 H 4.244 0.951 -7.592  0.088
108 H 3.497 3.351 -5.363  0.123
109 H 2.780 4.370 -3.266  0.069
110 H 4.127 3.536 -2.501  0.095
111 H 2.511 3.381 -1.821  0.025
112 H 1.184 -1.389 -2.697  -0.011
113 H 2.620 -2.071 -3.440  0.096
114 H 1.155 -1.894 -4.396  0.086
115 H 2.407 -0.708 -6.088  0.126
116 O -3.573 1.517 -1.076  -0.065
117 H -3.528 0.552 -1.043  -0.034
118 H -3.925 1.728 -1.946  0.055

Atoms 1-3, force components in eV/Å:
0.2 -0.7 -0.3
0.1 -0.1 0.2
0.0 -0.2 0.2

***

Here is a 2-piece molecular cluster, C6H16O2 overall at a distorted geometry from the OMol25 dataset. Energies are from ωB97M-V/def2-TZVPD.

The HOMO energy comes out at -10.4 eV. Its relative energy (zero: lowest compared OMol25 entry of this formula, charge and spin) is 12.8 kcal per mole. The value obtained for the LUMO energy is 0.788 eV. As for the gap between HOMO and LUMO: 11.15 eV. The SMILES is CC(C)O.CC(C)O.

Each line ends with the Löwdin charge.
Cartesian coordinates (Å):
1 O 3.838 1.389 -0.209  -0.087
2 C 1.536 1.935 -0.837  -0.073
3 C 2.292 -0.474 -0.516  -0.078
4 C 2.694 0.939 -1.005  -0.458
5 H 3.592 1.258 0.730  0.092
6 H 0.771 1.743 -1.608  0.077
7 H 1.903 2.968 -0.955  0.080
8 H 1.066 1.840 0.156  0.076
9 H 3.243 -1.008 -0.348  0.080
10 H 1.669 -1.073 -1.202  0.077
11 H 1.765 -0.383 0.449  0.071
12 H 3.098 0.825 -2.032  0.141
13 O -3.494 -1.980 0.342  -0.040
14 C -1.482 -0.847 -0.380  -0.067
15 C -2.513 -0.323 1.868  -0.062
16 C -2.782 -0.811 0.459  -0.552
17 H -2.925 -2.776 0.301  0.111
18 H -1.708 -1.276 -1.370  0.085
19 H -0.712 -1.470 0.107  0.073
20 H -1.074 0.168 -0.521  0.068
21 H -2.200 0.733 1.828  0.082
22 H -1.727 -0.904 2.380  0.081
23 H -3.442 -0.393 2.457  0.082
24 H -3.408 -0.081 -0.093  0.141

Atoms 1-3, force components in eV/Å:
-0.9 -0.4 0.1
0.3 0.1 -0.7
0.5 0.2 0.1

***

Here is a 2-piece molecular cluster, C16H18F3N2 overall at a distorted geometry from the OMol25 dataset. Energies are from ωB97M-V/def2-TZVPD.

The HOMO energy comes out at -10.9 eV. Its relative energy (zero: lowest compared OMol25 entry of this formula, charge and spin) is 39.6 kcal per mole. The value obtained for the LUMO energy is -6.611 eV. As for the gap between HOMO and LUMO: 4.32 eV. The charge is +1.

Each line ends with the Löwdin charge.
Cartesian coordinates (Å):
1 F 3.843 -2.530 -3.208  0.068
2 C 2.561 -2.188 -2.814  -0.182
3 C 1.503 -2.563 -3.653  0.140
4 C 0.226 -2.209 -3.204  -0.186
5 F -0.867 -2.570 -3.977  0.061
6 C -0.014 -1.573 -1.987  0.093
7 C 1.080 -1.206 -1.128  -0.154
8 C 0.787 -0.502 0.078  0.156
9 C 1.637 -0.160 1.173  -0.158
10 C 1.059 0.395 2.362  0.016
11 C 1.822 0.807 3.452  -0.020
12 C 3.227 0.677 3.435  0.072
13 C 3.794 0.142 2.277  -0.192
14 F 5.165 -0.037 2.262  0.060
15 C 3.061 -0.271 1.166  0.093
16 C 2.384 -1.539 -1.597  0.083
17 H 1.651 -3.093 -4.593  0.156
18 H -1.022 -1.338 -1.635  0.122
19 H -0.249 -0.156 0.165  0.113
20 H -0.037 0.462 2.374  0.124
21 H 1.319 1.190 4.352  0.131
22 H 3.837 0.969 4.289  0.143
23 H 3.569 -0.673 0.302  0.097
24 H 3.247 -1.280 -0.992  0.099
25 C -1.756 2.351 -0.746  -0.106
26 N -2.375 1.409 0.181  -0.321
27 C -2.889 2.057 1.395  -0.098
28 N -3.531 0.933 -0.526  -0.125
29 C -3.887 -0.411 -0.036  -0.107
30 H -0.875 2.810 -0.300  0.084
31 H -1.484 1.747 -1.616  0.070
32 H -2.479 3.101 -1.108  0.096
33 H -2.064 2.442 2.005  0.075
34 H -3.575 2.904 1.181  0.096
35 H -3.463 1.339 1.994  0.070
36 H -3.258 0.881 -1.525  0.105
37 H -4.903 -0.679 -0.384  0.085
38 H -3.185 -1.170 -0.490  0.065
39 H -3.859 -0.467 1.075  0.075

Atoms 1-3, force components in eV/Å:
-1.9 0.6 0.6
1.1 -0.4 -0.1
-0.3 0.5 0.7

***

Here is a 3-piece molecular cluster, C23H39NO10P2 overall at a distorted geometry from the OMol25 dataset. Energies are from ωB97M-V/def2-TZVPD.

The HOMO energy comes out at -9.4 eV. Its relative energy (zero: lowest compared OMol25 entry of this formula, charge and spin) is 204.4 kcal per mole. The value obtained for the LUMO energy is -1.918 eV. As for the gap between HOMO and LUMO: 7.46 eV. The SMILES is NCC1=CC(=O)c2ccccc2C1=O.CCOP(=O)(OCC)OCC.CCOP(=O)(OCC)OCC.

Each line ends with the Löwdin charge.
Cartesian coordinates (Å):
1 N -2.247 1.442 5.999  -0.064
2 C -1.064 1.514 5.020  -0.210
3 C -1.593 1.366 3.467  -0.072
4 C -3.028 1.056 3.084  0.048
5 C -3.489 0.972 1.478  -0.204
6 O -4.449 0.139 1.056  -0.051
7 C -2.683 2.047 0.483  -0.030
8 C -3.347 2.773 -0.829  0.001
9 C -2.400 3.847 -1.657  -0.052
10 C -0.836 4.208 -1.216  -0.040
11 C -0.135 3.439 0.090  0.010
12 C -1.098 2.380 0.897  -0.025
13 C -0.485 1.586 2.235  -0.168
14 O 0.773 1.139 2.277  -0.039
15 H -2.963 2.188 5.758  0.082
16 H -2.720 0.509 5.939  0.068
17 H -0.196 0.784 5.313  0.134
18 H -0.657 2.632 5.118  0.139
19 H -3.836 0.913 3.933  0.114
20 H -4.465 2.507 -1.122  0.110
21 H -2.881 4.382 -2.605  0.092
22 H -0.220 5.018 -1.835  0.094
23 H 0.980 3.648 0.405  0.096
24 O -4.350 -3.933 -3.927  -0.231
25 P -4.339 -4.095 -2.387  0.742
26 O -2.688 -4.096 -2.260  -0.234
27 C -2.022 -2.848 -2.251  -0.305
28 C -2.266 -2.095 -0.957  -0.089
29 O -4.531 -5.756 -2.433  -0.243
30 C -5.198 -6.356 -3.538  -0.312
31 C -4.210 -6.768 -4.622  -0.077
32 O -4.326 -4.275 -0.666  -0.212
33 C -5.576 -4.026 -0.039  -0.312
34 C -6.651 -5.009 -0.454  -0.088
35 H -2.333 -2.252 -3.115  0.109
36 H -0.952 -3.050 -2.354  0.120
37 H -3.317 -1.802 -0.868  0.056
38 H -1.655 -1.191 -0.911  0.075
39 H -2.033 -2.724 -0.090  0.087
40 H -5.967 -5.682 -3.933  0.101
41 H -5.725 -7.241 -3.171  0.114
42 H -3.460 -6.002 -4.833  0.071
43 H -4.740 -7.010 -5.551  0.078
44 H -3.654 -7.657 -4.307  0.075
45 H -5.885 -2.995 -0.257  0.112
46 H -5.414 -4.100 1.044  0.124
47 H -6.929 -4.866 -1.504  0.067
48 H -7.555 -4.875 0.148  0.081
49 H -6.304 -6.041 -0.345  0.088
50 O 5.927 3.105 -1.470  -0.231
51 P 5.938 2.943 0.070  0.738
52 O 7.589 2.943 0.197  -0.235
53 C 8.255 4.191 0.206  -0.308
54 C 8.011 4.943 1.500  -0.091
55 O 5.746 1.283 0.023  -0.240
56 C 5.078 0.683 -1.081  -0.310
57 C 6.067 0.271 -2.165  -0.076
58 O 5.951 2.763 1.790  -0.213
59 C 4.700 3.013 2.418  -0.310
60 C 3.625 2.030 2.003  -0.095
61 H 7.943 4.786 -0.658  0.108
62 H 9.325 3.988 0.103  0.120
63 H 6.960 5.237 1.588  0.062
64 H 8.622 5.848 1.546  0.077
65 H 8.244 4.314 2.366  0.084
66 H 4.310 1.357 -1.476  0.101
67 H 4.551 -0.203 -0.715  0.116
68 H 6.817 1.036 -2.376  0.071
69 H 5.537 0.029 -3.094  0.079
70 H 6.623 -0.618 -1.850  0.075
71 H 4.392 4.043 2.199  0.109
72 H 4.863 2.938 3.501  0.124
73 H 3.348 2.172 0.953  0.064
74 H 2.722 2.163 2.605  0.055
75 H 3.973 0.997 2.111  0.097

Atoms 1-3, force components in eV/Å:
0.3 0.0 -1.4
-1.1 1.3 -0.4
-2.8 -0.9 -1.9

***

Here is a 2-piece molecular cluster, C4H11NO overall at a distorted geometry from the OMol25 dataset. Energies are from ωB97M-V/def2-TZVPD.

The HOMO energy (alpha / beta) comes out at 1.1 / -5.9 eV. Its relative energy (zero: lowest compared OMol25 entry of this formula, charge and spin) is 18.8 kcal per mole. The value obtained for the LUMO energy (alpha / beta) is 3.674 / 3.542 eV. As for the gap between HOMO and LUMO (alpha / beta): 2.53 / 9.44 eV. The charge is -1. Its spin multiplicity is 2.

Each line ends with the Löwdin charge.
Cartesian coordinates (Å):
1 C -0.574 1.390 0.011  -0.320
2 C -0.102 0.071 -0.632  -0.300
3 C 0.783 -0.787 0.225  -0.280
4 C 1.043 -0.648 1.519  -0.057
5 N 0.568 2.225 0.482  -0.026
6 H -1.097 1.197 0.951  0.096
7 H -1.239 1.905 -0.687  0.087
8 H 0.555 0.457 -1.426  0.098
9 H -0.992 -0.427 -1.021  0.052
10 H 1.198 -1.629 -0.309  0.045
11 H 0.690 0.152 2.148  0.036
12 H 1.782 -1.335 1.924  0.032
13 H 1.093 2.632 -0.282  0.049
14 H 0.145 2.961 1.034  0.045
15 H -1.581 -3.132 -1.923  -0.055
16 H -0.936 -2.693 -0.602  -0.061
17 O -1.337 -2.339 -1.413  -0.437

Atoms 1-3, force components in eV/Å:
0.9 -0.5 0.8
0.1 2.0 0.6
-0.9 0.2 0.0